[1]
{"formula": "C3H3N3O", "method": "ωB97M-V with the def2-TZVPD basis set", "species": ["O", "C", "N", "C", "N", "C", "N", "H", "H", "H"], "coordinates": [[-0.263, -3.267, 0.739], [-0.661, -2.147, 0.889], [0.229, -1.012, 0.857], [0.147, 2.346, -1.888], [0.335, 1.769, -0.835], [0.413, 1.123, 0.265], [-0.365, -0.044, 0.339], [-1.711, -1.870, 1.093], [0.766, 2.060, -2.743], [1.095, 1.427, 1.053]], "relative_energy_ev": 4.619, "homo_ev": [-8.9, -8.9], "e_lumo_ev": [-0.983, -0.983]}

---

[2]
{"formula": "C32H34N7O2RuS3", "method": "ωB97M-V with the def2-TZVPD basis set", "species": ["Ru", "C", "C", "C", "N", "C", "C", "C", "C", "C", "C", "C", "N", "C", "C", "C", "N", "C", "C", "C", "C", "C", "C", "C", "N", "C", "C", "H", "H", "H", "H", "H", "H", "H", "H", "H", "H", "H", "H", "H", "H", "H", "H", "H", "H", "H", "H", "H", "H", "H", "H", "H", "H", "S", "C", "N", "C", "C", "C", "C", "C", "C", "S", "O", "O", "N", "C", "S", "C", "C", "N", "H", "H", "H", "H", "H", "H", "H", "H"], "coordinates": [[-0.716, 1.307, -0.349], [1.672, -0.240, 1.885], [1.335, 1.183, 2.342], [-0.108, 1.343, 2.773], [-1.068, 1.459, 1.674], [-2.358, 1.620, 2.030], [-2.766, 1.604, 3.374], [-4.017, 1.757, 3.978], [-5.257, 1.988, 3.439], [-5.527, 2.142, 2.074], [-4.684, 2.112, 0.999], [-3.275, 1.892, 0.893], [-2.651, 1.915, -0.252], [-3.158, 2.445, -1.502], [-2.462, 3.782, -1.864], [-1.231, 4.205, -1.054], [-0.200, 3.191, -0.972], [1.096, 3.494, -0.970], [1.564, 4.812, -0.850], [2.841, 5.357, -0.958], [4.036, 4.759, -1.279], [4.217, 3.394, -1.511], [3.345, 2.343, -1.378], [1.974, 2.287, -0.983], [1.366, 1.167, -0.665], [2.108, -0.091, -0.590], [2.733, -0.299, 0.786], [0.766, -0.726, 1.511], [1.993, -0.823, 2.752], [1.554, 1.912, 1.564], [1.969, 1.446, 3.193], [-0.196, 2.243, 3.394], [-0.372, 0.492, 3.418], [-1.975, 1.456, 4.090], [-3.990, 1.680, 5.060], [-6.094, 2.063, 4.121], [-6.569, 2.308, 1.821], [-5.177, 2.246, 0.047], [-4.235, 2.604, -1.499], [-2.949, 1.702, -2.270], [-3.183, 4.594, -1.743], [-2.196, 3.757, -2.923], [-1.541, 4.493, -0.041], [-0.852, 5.107, -1.541], [0.798, 5.538, -0.619], [2.882, 6.428, -0.787], [4.908, 5.395, -1.364], [5.218, 3.104, -1.814], [3.789, 1.381, -1.585], [2.862, -0.174, -1.374], [1.406, -0.902, -0.778], [3.507, 0.453, 0.970], [3.227, -1.274, 0.784], [-0.934, -0.272, -2.288], [-1.045, -0.579, -0.666], [4.541, -7.281, -0.762], [3.379, -6.637, -1.145], [2.148, -7.008, -0.595], [0.982, -6.398, -1.013], [1.033, -5.411, -1.989], [2.248, -5.036, -2.551], [3.412, -5.644, -2.131], [-0.434, -4.610, -2.499], [-1.560, -5.427, -2.117], [-0.288, -4.183, -3.854], [-0.379, -3.254, -1.560], [-1.271, -2.986, -0.699], [-2.688, -3.914, -0.174], [-2.999, -2.752, 1.065], [-2.134, -1.754, 1.087], [-1.185, -1.769, 0.028], [4.523, -7.753, 0.126], [5.405, -6.801, -0.947], [2.113, -7.787, 0.157], [0.027, -6.687, -0.597], [2.266, -4.276, -3.320], [4.361, -5.363, -2.573], [-3.791, -2.916, 1.777], [-2.092, -0.933, 1.786]], "relative_energy_ev": 0.000, "multiplicity": 2, "homo_ev": [-6.7, -6.6], "e_lumo_ev": [0.163, -0.582]}

---

[3]
{"formula": "CH6NO4", "method": "ωB97M-V with the def2-TZVPD basis set", "species": ["N", "C", "O", "O", "H", "H", "H", "H", "O", "H", "H", "O"], "coordinates": [[-0.439, -1.241, 1.277], [-0.499, 0.066, 0.661], [-0.948, 0.072, -0.506], [-0.145, 1.017, 1.377], [-0.175, -1.940, 0.602], [0.249, -1.222, 2.015], [1.940, 0.977, 0.699], [2.769, 2.209, 1.111], [2.687, 1.532, 0.439], [-1.453, 0.024, -2.112], [-2.028, -1.210, -2.650], [-1.958, -0.284, -2.914]], "relative_energy_ev": 0.375, "homo_ev": -4.9, "total_charge": -1, "e_lumo_ev": 4.013}

---

[4]
{"formula": "C5H11N", "method": "ωB97M-V with the def2-TZVPD basis set", "species": ["C", "C", "C", "N", "C", "C", "H", "H", "H", "H", "H", "H", "H", "H", "H", "H", "H"], "coordinates": [[0.927, -0.309, 1.439], [0.303, -0.544, 0.074], [1.288, -0.296, -1.060], [-0.938, 0.258, -0.135], [-1.928, -0.369, -0.773], [-0.941, 1.529, 0.264], [1.382, 0.683, 1.520], [0.176, -0.425, 2.224], [1.721, -1.049, 1.588], [-0.021, -1.587, 0.030], [1.704, 0.715, -1.008], [0.786, -0.431, -2.022], [2.112, -1.014, -0.983], [-1.874, -1.440, -0.920], [-2.767, 0.242, -1.084], [-0.042, 1.984, 0.656], [-1.886, 2.053, 0.192]], "relative_energy_ev": 2.288, "homo_ev": -6.5, "e_lumo_ev": 1.073}

---

[5]
{"formula": "CH3NOS", "method": "ωB97M-V with the def2-TZVPD basis set", "species": ["C", "N", "O", "H", "S", "H", "H"], "coordinates": [[-1.685, -0.751, 0.159], [-1.989, 0.303, -0.167], [-2.340, 1.435, -0.244], [-1.314, -1.795, 0.356], [1.830, 0.249, 0.231], [2.851, 0.995, 0.277], [2.646, -0.437, -0.612]], "relative_energy_ev": 3.988, "smiles": "C#[N+][O-].S", "homo_ev": -9.9, "e_lumo_ev": 0.735}

---

[6]
{"formula": "C26H33BrN10O3S", "method": "ωB97M-V with the def2-TZVPD basis set", "species": ["C", "O", "C", "C", "C", "C", "C", "C", "C", "N", "N", "C", "S", "C", "C", "N", "C", "C", "O", "Br", "N", "C", "O", "H", "H", "H", "H", "H", "H", "H", "H", "H", "H", "H", "H", "H", "H", "H", "C", "C", "N", "H", "H", "H", "C", "C", "N", "H", "H", "H", "C", "C", "N", "H", "H", "H", "C", "C", "N", "H", "H", "H", "C", "C", "N", "H", "H", "H", "C", "C", "N", "H", "H", "H"], "coordinates": [[-3.428, 7.371, 1.285], [-2.185, 6.789, 0.929], [-2.380, 5.544, 0.259], [-1.067, 4.781, 0.115], [-1.336, 3.262, 0.221], [-0.051, 2.440, 0.464], [-0.474, 1.018, 0.841], [0.628, -0.048, 0.720], [1.939, 0.502, 1.189], [3.023, 0.637, 1.544], [0.756, -0.538, -0.673], [1.491, 0.061, -1.447], [2.243, 0.889, -2.547], [0.258, -1.306, 1.577], [1.437, -2.242, 1.454], [2.310, -2.988, 1.448], [0.117, -0.988, 3.087], [-1.306, -0.771, 3.607], [-1.625, 0.290, 4.029], [-2.609, -2.206, 3.664], [-0.935, -1.912, 0.973], [-0.886, -3.114, 0.731], [-0.930, -4.245, 0.504], [-4.283, 6.866, 0.826], [-3.464, 8.422, 0.975], [-3.517, 7.364, 2.378], [-2.846, 5.752, -0.715], [-3.090, 4.942, 0.845], [-0.580, 4.974, -0.843], [-0.351, 5.040, 0.901], [-1.797, 2.946, -0.722], [-2.037, 3.063, 1.040], [0.538, 2.921, 1.252], [0.521, 2.490, -0.465], [-1.286, 0.735, 0.163], [-0.921, 1.059, 1.837], [0.514, -1.849, 3.637], [0.737, -0.142, 3.386], [4.184, 4.715, -1.472], [2.856, 4.295, -1.919], [1.812, 3.967, -2.264], [4.651, 3.913, -0.904], [4.805, 4.952, -2.333], [4.097, 5.597, -0.840], [-1.237, -5.040, -2.560], [-0.887, -5.643, -3.848], [-0.629, -6.112, -4.862], [-2.189, -5.439, -2.212], [-0.469, -5.264, -1.824], [-1.322, -3.960, -2.670], [1.228, -7.951, -7.334], [1.555, -8.550, -8.630], [1.811, -9.018, -9.646], [0.281, -8.344, -6.972], [2.008, -8.184, -6.612], [1.146, -6.872, -7.433], [-4.390, -5.298, -4.936], [-5.076, -4.275, -4.145], [-5.611, -3.472, -3.525], [-3.335, -5.046, -5.028], [-4.484, -6.267, -4.449], [-4.829, -5.357, -5.930], [-0.880, 2.251, 6.735], [-0.316, 3.073, 5.660], [0.127, 3.716, 4.819], [-1.943, 2.094, 6.565], [-0.379, 1.285, 6.761], [-0.740, 2.751, 7.692], [5.371, -0.489, 4.219], [6.734, 0.034, 4.323], [7.802, 0.445, 4.404], [5.381, -1.571, 4.343], [4.747, -0.047, 4.994], [4.953, -0.245, 3.244]], "smiles": "COCCCCC[C@](C#N)(N=C=S)[C@@](C#N)(CC(=O)Br)N=C=O.CC#N.CC#N.CC#N.CC#N.CC#N.CC#N", "homo_ev": -9.6, "e_lumo_ev": -0.398}

---

[7]
{"formula": "C28H40Cl3IrO2SeSi", "method": "ωB97M-V with the def2-TZVPD basis set", "species": ["Ir", "C", "C", "C", "C", "C", "C", "C", "Se", "C", "C", "C", "C", "C", "C", "O", "C", "C", "C", "C", "C", "C", "C", "C", "C", "O", "C", "C", "C", "C", "C", "C", "H", "H", "H", "H", "H", "H", "H", "H", "H", "H", "H", "H", "H", "H", "H", "H", "H", "H", "H", "H", "H", "H", "H", "H", "H", "H", "H", "H", "H", "H", "H", "H", "H", "H", "H", "H", "H", "H", "H", "H", "Cl", "Si", "Cl", "Cl"], "coordinates": [[-0.011, -0.857, -2.660], [2.822, 1.740, 3.000], [3.746, 0.581, 2.598], [3.633, -0.545, 3.636], [5.186, 1.093, 2.600], [3.321, 0.059, 1.226], [2.047, -0.442, 1.049], [1.630, -0.840, -0.211], [-0.001, -1.860, -0.442], [-1.653, -0.897, -0.187], [-2.077, -0.575, 1.091], [-3.343, -0.061, 1.288], [-4.179, 0.004, 0.173], [-3.806, -0.365, -1.114], [-2.465, -0.769, -1.318], [-2.000, -1.079, -2.528], [-4.824, -0.412, -2.261], [-6.224, -0.002, -1.796], [-4.913, -1.857, -2.780], [-4.427, 0.524, -3.409], [-3.778, 0.373, 2.687], [-3.690, -0.821, 3.648], [-2.844, 1.490, 3.176], [-5.211, 0.903, 2.709], [2.459, -0.793, -1.343], [1.994, -1.137, -2.535], [3.812, -0.421, -1.142], [4.176, 0.024, 0.122], [4.849, -0.588, -2.263], [6.255, -0.206, -1.792], [4.881, -2.071, -2.668], [4.529, 0.268, -3.495], [3.102, 2.124, 3.984], [1.778, 1.423, 3.048], [2.889, 2.556, 2.278], [3.954, -0.187, 4.617], [4.261, -1.393, 3.357], [2.606, -0.903, 3.732], [5.436, 1.465, 3.595], [5.321, 1.915, 1.893], [5.898, 0.303, 2.353], [1.357, -0.502, 1.883], [-1.396, -0.701, 1.926], [-5.189, 0.350, 0.321], [-6.601, -0.653, -1.004], [-6.911, -0.077, -2.641], [-6.251, 1.031, -1.442], [-5.228, -2.532, -1.981], [-3.955, -2.198, -3.167], [-5.651, -1.914, -3.583], [-4.370, 1.558, -3.062], [-5.184, 0.470, -4.195], [-3.465, 0.250, -3.834], [-2.670, -1.198, 3.731], [-4.325, -1.641, 3.305], [-4.019, -0.527, 4.647], [-1.804, 1.157, 3.211], [-3.128, 1.809, 4.181], [-2.896, 2.355, 2.512], [-5.929, 0.142, 2.397], [-5.328, 1.775, 2.062], [-5.470, 1.206, 3.725], [5.193, 0.354, 0.261], [6.583, -0.815, -0.947], [6.320, 0.847, -1.511], [6.957, -0.371, -2.612], [5.144, -2.697, -1.811], [5.634, -2.225, -3.445], [3.917, -2.395, -3.055], [4.539, 1.330, -3.244], [3.557, 0.021, -3.914], [5.293, 0.095, -4.256], [-0.268, 1.996, -0.232], [0.029, 1.364, -2.162], [1.801, 2.258, -2.709], [-1.430, 2.309, -3.271]], "relative_energy_ev": 0.330, "homo_ev": [-7.9, -7.9], "e_lumo_ev": [-2.069, -2.080]}